1.
A 2-piece molecular cluster, H2N2O3S overall, computed with ωB97M-V/def2-TZVPD.

Geometry as XYZ:
```
8
H2N2O3S (ωB97M-V/def2-TZVPD)
N 0.35753 -1.10515 0.33243
N -0.93506 2.41181 -1.19095
O -0.50491 2.49990 -0.07952
O -0.94596 1.18621 -1.71370
O 1.32788 -2.63595 2.07750
S 0.62784 -2.52417 0.81870
H -0.59279 0.47491 -1.11799
H 0.66546 -0.30757 0.87354
```

For the HOMO energy, the calculation gives -10.7 eV. The value obtained for the LUMO energy is -1.11 eV. The value obtained for the energy relative to the best compared isomer or geometry (same formula, charge and spin) is 114.1 kJ/mol. The frontier orbital gap comes out at 9.63 eV. Its net charge is 0.

2.
A 2-piece molecular cluster, C4H4Br2NO4 overall, computed with ωB97M-V/def2-TZVPD.

Geometry as XYZ:
```
15
C4H4Br2NO4 (ωB97M-V/def2-TZVPD)
C 1.52477 -0.74943 0.00907
C -1.85383 0.45996 -1.39083
C 2.30271 -0.39721 1.01561
C -1.60972 0.88524 0.11979
N -0.65896 1.56731 0.53588
O 0.62147 -1.74232 0.20380
O -1.00079 -0.39515 -1.64297
O 1.64382 -0.19018 -1.19894
O -2.69297 0.99592 -2.09490
Br 2.01836 -1.11862 2.72638
Br -3.19728 0.53747 1.21752
H 2.82555 0.52309 0.87371
H -0.51328 1.73068 1.58792
H 0.84048 -0.53198 -1.70000
H -0.25032 -1.57478 -0.26205
```

For the HOMO energy, the calculation gives -5.0 eV. The value obtained for the LUMO energy is 2.99 eV. The value obtained for the energy relative to the best compared isomer or geometry (same formula, charge and spin) is 0.0 kJ/mol. The frontier orbital gap comes out at 8.02 eV. Its net charge is -1.

3.
H8O4 as an isolated structure, computed with ωB97M-V/def2-TZVPD.

Geometry as XYZ:
```
12
H8O4 (ωB97M-V/def2-TZVPD)
O 1.62675 -7.09797 13.82627
H 2.12358 -6.96337 13.01927
H 2.29401 -7.23030 14.49968
O 2.86347 -6.38723 9.51255
H 3.28337 -6.79322 8.75420
H 3.11124 -5.46424 9.45854
O 5.04151 -7.16206 12.54381
H 4.70118 -6.35193 12.16420
H 5.98784 -7.11109 12.40931
O 2.96380 -7.27462 11.40439
H 3.11253 -8.15223 11.05238
H 2.80344 -6.73073 10.63322
```

For the HOMO energy, the calculation gives -9.9 eV. The value obtained for the LUMO energy is -0.02 eV. The value obtained for the energy relative to the best compared isomer or geometry (same formula, charge and spin) is 268.9 kJ/mol. The frontier orbital gap comes out at 9.84 eV. Its net charge is 0.

4.
One molecule with the formula C4H10FN, computed with ωB97M-V/def2-TZVPD.

Geometry as XYZ:
```
16
C4H10FN (ωB97M-V/def2-TZVPD)
C -0.94792 -1.19015 0.45570
C 0.22751 -0.39127 -0.01036
C 1.34534 -1.12701 -0.65482
F 0.83296 0.23704 1.05046
C -0.29350 0.80422 -0.85184
N -1.10586 1.71191 -0.04566
H -0.79485 -1.87506 1.23749
H -1.70282 -0.54068 0.89193
H -1.47277 -1.75342 -0.32750
H 1.85198 -1.86080 -0.03517
H 2.12362 -0.41974 -0.88821
H 1.19606 -1.66606 -1.62582
H 0.56329 1.33518 -1.29168
H -0.89132 0.59794 -1.65838
H -1.96123 1.37472 0.16873
H -0.65622 2.11653 0.76206
```

For the HOMO energy, the calculation gives -9.1 eV. The value obtained for the LUMO energy is 0.98 eV. The value obtained for the energy relative to the best compared isomer or geometry (same formula, charge and spin) is 24.3 kJ/mol. The frontier orbital gap comes out at 10.06 eV. Its net charge is 0. The structure (SMILES) is CC(C)(F)CN.

5.
One molecule with the formula C8H12Cl2Si, computed with ωB97M-V/def2-TZVPD.

Geometry as XYZ:
```
23
C8H12Cl2Si (ωB97M-V/def2-TZVPD)
C -1.14807 -0.09258 -2.44810
Si 0.02912 1.18680 -1.61235
Cl 1.65701 1.25113 -2.93492
Cl -0.57866 3.18272 -1.84167
C 0.81271 0.85629 0.08433
C -0.33569 1.07344 1.12332
C -0.44572 -0.33559 1.89274
C -0.91052 -1.32345 0.84277
C 0.10401 -1.55621 -0.03307
C 1.26855 -0.61347 0.42477
C 1.09192 -0.72005 1.94164
H -0.71581 -1.14368 -2.61232
H -1.98229 -0.15320 -1.82095
H -1.50222 0.38547 -3.35897
H 1.70987 1.44756 0.32753
H -1.25412 1.50608 0.69657
H -0.06227 1.91454 1.82829
H -1.15826 -0.26299 2.74945
H -1.92493 -1.68791 0.71855
H 0.20937 -2.27380 -0.83828
H 2.28167 -0.91610 0.06036
H 1.61755 0.05236 2.44476
H 1.23678 -1.77734 2.36553
```

For the HOMO energy, the calculation gives -9.3 eV. The value obtained for the LUMO energy is 0.66 eV. The value obtained for the energy relative to the best compared isomer or geometry (same formula, charge and spin) is 0.0 kJ/mol. The frontier orbital gap comes out at 9.98 eV. Its net charge is 0. The structure (SMILES) is C[Si](Cl)(Cl)[C@H]1C[C@H]2C=C[C@@H]1C2.

6.
C8H44B7O4S2V2 as an isolated structure, computed with ωB97M-V/def2-TZVPD.

Geometry as XYZ:
```
67
C8H44B7O4S2V2 (ωB97M-V/def2-TZVPD)
V -1.86705 -2.82147 -1.30299
V 2.30882 0.27740 -0.11025
B -1.16065 -3.44569 0.71381
H -1.38914 -2.34039 1.09465
H -0.67660 -4.11350 1.57212
H -2.14284 -3.89601 0.27918
H -0.37828 -3.47843 -0.16681
B -0.48483 -2.23740 -3.09790
H -1.63822 -2.01755 -2.99789
H -0.18468 -2.90004 -2.15894
H -0.40702 -2.72365 -4.18780
H 0.24969 -1.31957 -2.96431
B 0.18913 -0.56545 -0.26651
H -0.79981 -1.15787 -0.60095
H 1.09717 -1.28310 -0.15494
H 0.52623 0.24470 -1.02534
H 0.07999 0.08315 0.70194
B 2.49921 0.41397 -2.46900
H 2.42345 -0.67699 -2.02544
H 1.46618 0.73793 -2.96469
H 2.88177 1.12894 -1.62683
H 3.34071 0.29776 -3.31804
B 2.10265 2.40995 0.62579
H 1.52914 2.02763 -0.32343
H 1.37956 2.24544 1.57378
H 3.03884 1.71107 0.69626
H 2.50268 3.52860 0.51811
B -3.72969 -1.61209 -1.18856
H -3.49752 -2.09800 -2.23254
H -2.81442 -0.89521 -1.10144
H -4.75354 -1.01412 -1.24420
H -3.64264 -2.35215 -0.27962
B 4.40339 -0.67356 0.12260
H 4.60069 -0.44269 1.28095
H 5.24725 -1.32184 -0.42265
H 3.40564 -1.25278 -0.05607
H 4.34664 0.32275 -0.48722
C -3.37540 2.45817 -1.50628
C -2.03287 2.80706 -0.87007
C -1.04219 3.15705 -2.00264
S -1.63083 2.27856 -3.50619
O -0.79786 1.15127 -3.78995
O -1.96699 3.26884 -4.49893
C -3.16484 1.66873 -2.76939
H -3.90490 3.39722 -1.71492
H -4.07827 1.95750 -0.83636
H -1.59145 2.02453 -0.25589
H -2.12883 3.74129 -0.31790
H -0.07259 2.66740 -1.88837
H -0.89938 4.21117 -2.21500
H -2.92339 0.66000 -2.42844
H -3.93553 1.66713 -3.53342
C 0.43755 0.63029 4.71919
C -0.21354 -0.76602 4.70490
C 0.33119 -1.47537 3.48472
S 2.02789 -0.87143 3.28294
O 2.08290 -0.31763 1.95954
O 3.02267 -1.82009 3.68118
C 1.91866 0.47295 4.49050
H 0.20220 1.19378 5.62322
H 0.00500 1.22589 3.90944
H -1.28069 -0.52347 4.67844
H -0.16076 -1.36555 5.61687
H -0.17001 -1.07255 2.60505
H 0.37884 -2.55833 3.52988
H 2.50518 1.28623 4.06983
H 2.40634 0.05562 5.37327
```

For the HOMO energy (alpha / beta), the calculation gives -6.0 / -6.3 eV. The value obtained for the LUMO energy (alpha / beta) is 0.44 / 1.01 eV. The value obtained for the energy relative to the best compared isomer or geometry (same formula, charge and spin) is 0.0 kJ/mol. The frontier orbital gap (alpha / beta) comes out at 6.45 / 7.32 eV. The expectation value of S² is 6.03. Its net charge is -1. As for the multiplicity: 5.

7.
One molecule with the formula C7H12O2, computed with ωB97M-V/def2-TZVPD.

Geometry as XYZ:
```
21
C7H12O2 (ωB97M-V/def2-TZVPD)
C 2.88801 0.17776 -0.65338
C 1.39705 0.29899 -0.68571
C 0.60276 -0.06046 0.34561
O 1.12034 -0.81041 1.35744
C -0.89284 -0.01601 0.16860
C -1.68430 -0.87156 1.15415
C -1.42879 1.40918 0.09818
C -0.89244 -0.67278 -1.28052
O -1.27567 -0.11541 -2.27361
H 3.24314 -0.29299 -1.57138
H 3.35627 1.16147 -0.58311
H 3.21098 -0.42402 0.19201
H 1.00307 0.95200 -1.45177
H 0.43390 -1.00778 2.00484
H -2.72329 -0.91054 0.83016
H -1.65897 -0.44478 2.15882
H -1.31888 -1.89866 1.19026
H -2.47951 1.38935 -0.18885
H -0.89560 1.99276 -0.64711
H -1.31931 1.90101 1.06431
H -0.68594 -1.75713 -1.22894
```

For the HOMO energy, the calculation gives -8.5 eV. The value obtained for the LUMO energy is 0.56 eV. The value obtained for the energy relative to the best compared isomer or geometry (same formula, charge and spin) is 91.9 kJ/mol. The frontier orbital gap comes out at 9.03 eV. Its net charge is 0. The structure (SMILES) is C/C=C(\O)C(C)(C)C=O.

8.
C41H74ClF6N13O7S2 as an isolated structure, computed with ωB97M-V/def2-TZVPD.

Geometry as XYZ:
```
144
C41H74ClF6N13O7S2 (ωB97M-V/def2-TZVPD)
C -0.46595 2.96046 4.19929
C 0.24739 3.22470 2.91760
O 1.26855 2.59056 2.66731
N -0.47209 4.18497 1.95716
H -0.33506 4.06038 0.96428
H -1.46420 4.16630 2.14554
C -0.11598 5.66282 2.10250
H -1.35047 2.34993 4.01776
H -0.83683 3.82710 4.74655
H 0.12061 2.24277 4.77285
H -0.43572 6.24572 1.23873
H 0.95513 5.78353 2.26445
H -0.66348 6.09490 2.94015
C -4.50886 -3.63393 1.93232
C -5.43574 -2.93526 0.88053
N -5.14422 -1.46063 0.79700
C -5.33502 -0.46984 1.83310
C -4.93993 0.77618 1.36612
N -4.55125 0.59861 0.08367
C -4.60855 -0.74562 -0.23765
C -4.01609 1.53511 -0.89383
H -4.70178 -4.68959 2.12327
H -4.72825 -3.13776 2.87772
H -3.45470 -3.51647 1.68127
H -6.50778 -3.11482 0.96167
H -5.18510 -3.28890 -0.11959
H -5.62187 -0.80072 2.82033
H -4.92257 1.74309 1.84694
H -4.45049 -1.07938 -1.25255
H -3.89604 2.56980 -0.57273
H -4.66519 1.43913 -1.76421
H -2.95546 1.38015 -1.09167
C 4.83341 -1.44500 -4.52158
C 3.74076 -1.32083 -3.55328
N 2.69683 -0.60085 -4.20783
C 1.72172 -1.27447 -4.96590
C 0.84441 -0.27096 -5.42506
N 1.36408 0.97086 -5.03382
C 2.57396 0.72383 -4.39429
C 0.68871 2.29207 -5.29433
H 5.64339 -1.78404 -3.87574
H 5.20501 -0.49921 -4.91592
H 4.70828 -2.13437 -5.35657
H 4.10365 -0.71365 -2.72399
H 3.37004 -2.21820 -3.05790
H 1.77112 -2.35220 -5.01531
H -0.09038 -0.34734 -5.96051
H 3.23473 1.48944 -4.01535
H 1.09053 2.69859 -6.22245
H 0.78752 2.96898 -4.44573
H -0.39511 2.18764 -5.34470
C -1.58695 -0.30206 -1.46469
C -2.19679 -1.54617 -2.26672
N -2.51378 -2.67194 -1.46996
C -3.70877 -3.31969 -1.28338
C -3.59007 -4.35721 -0.37917
N -2.30173 -4.23055 0.11049
C -1.58691 -3.33946 -0.69889
C -1.75669 -5.09443 1.12978
H -0.56626 -0.25741 -1.08483
H -2.34620 0.09652 -0.79181
H -1.66139 0.52719 -2.16819
H -1.52727 -1.80985 -3.08546
H -3.10671 -1.15370 -2.72070
H -4.51892 -2.93907 -1.88768
H -4.28840 -5.03046 0.09566
H -0.52976 -3.12798 -0.63465
H -0.66762 -5.05071 1.14027
H -2.06889 -6.13829 1.09816
H -2.00309 -4.64232 2.09049
C -2.07430 1.11227 0.78489
C -0.65603 1.55663 1.11452
N 0.33945 0.91588 0.34678
C 0.95056 -0.24988 0.64219
C 1.78271 -0.56514 -0.44486
N 1.54970 0.37762 -1.41296
C 0.75492 1.34374 -0.90554
C 1.95177 0.25724 -2.73405
H -2.24234 0.05545 0.99218
H -2.37433 1.14976 -0.26233
H -2.84218 1.58900 1.39415
H -0.31377 1.42539 2.14104
H -0.57654 2.63527 0.97922
H 0.87468 -0.86123 1.52927
H 2.26647 -1.46677 -0.79046
H 0.47013 2.29126 -1.33854
H 2.91397 -0.22155 -2.55228
H 2.16375 1.20021 -3.23802
H 1.35365 -0.37797 -3.38738
C 1.70399 0.92526 3.11176
C 2.82289 -0.06240 2.86915
N 2.47900 -1.28351 2.13174
C 3.15333 -1.75963 1.04686
C 2.52224 -2.95795 0.61829
N 1.51180 -3.18534 1.50039
C 1.51670 -2.23342 2.45846
C 0.64432 -4.36817 1.57532
H 1.02824 0.51509 3.86225
H 1.02522 1.17170 2.29528
H 2.00039 1.88068 3.54466
H 3.16430 -0.38854 3.85158
H 3.55365 0.46868 2.25921
H 4.08638 -1.32219 0.72366
H 2.89646 -3.63251 -0.13757
H 0.82670 -2.20925 3.28894
H 0.76780 -4.98623 0.68602
H -0.40267 -4.06532 1.56152
H 0.76965 -5.06910 2.40061
C 3.22832 1.14370 0.29900
C 2.21679 2.32871 0.12792
N 2.59870 3.52776 0.82261
C 3.55373 3.66661 1.86793
C 3.62754 4.99587 2.20014
N 2.77321 5.70816 1.44584
C 2.10359 4.79353 0.61664
C 2.54696 7.18487 1.52957
H 3.15298 0.65692 1.27134
H 4.20433 1.58979 0.10790
H 3.09645 0.43651 -0.51991
H 1.20512 2.02881 0.40121
H 2.06770 2.63152 -0.90850
H 3.89030 2.75915 2.34713
H 4.28444 5.49280 2.89866
H 1.37476 4.98997 -0.15577
H 3.51346 7.59693 1.23939
H 2.25610 7.55711 2.51187
H 1.79343 7.47120 0.79587
Cl -0.70392 2.02330 -3.00137
C -2.65902 -1.82523 2.56189
F -2.33695 -3.16135 2.74312
F -3.01583 -1.52342 1.23268
F -3.65657 -1.44194 3.39585
S -1.00232 -0.85596 3.00160
O -0.38862 -1.43024 4.24015
O -0.06838 -1.13959 1.85257
O -1.38267 0.55368 3.17771
C 0.83864 -3.76546 -2.99177
F 1.39080 -4.97788 -2.84094
F 1.45895 -3.24737 -4.02178
F -0.49367 -3.95638 -3.19375
S 0.96302 -2.62384 -1.46238
O 0.01062 -1.54070 -1.75511
O 0.65618 -3.57552 -0.39727
O 2.34969 -2.22305 -1.55032
```

For the HOMO energy, the calculation gives -16.2 eV. The value obtained for the LUMO energy is -10.04 eV. The frontier orbital gap comes out at 6.18 eV. Its net charge is +4.

| no. | E (Ha) |
| --- | --- |
| 1 | -734.49795 |
| 2 | -5658.63410 |
| 3 | -305.67678 |
| 4 | -313.00967 |
| 5 | -1521.97759 |
| 6 | -3490.12065 |
| 7 | -424.36101 |
| 8 | -4697.55354 |